(1)
{
  "formula": "C34H38N11NiP",
  "method": "wB97M-V/def2-TZVPD",
  "e_homo_ev": [-13.15, -13.15],
  "energy_ev": -102585.8440,
  "charge": 2,
  "relative_energy_ev": 0.058,
  "s2": 2.007,
  "max_force_ha_per_bohr": 0.016,
  "spin_multiplicity": 3,
  "elements": ["Ni", "N", "P", "C", "C", "C", "C", "C", "C", "C", "C", "C", "C", "C", "C", "C", "C", "C", "C", "C", "N", "H", "H", "H", "H", "H", "H", "H", "H", "H", "H", "H", "H", "H", "H", "H", "C", "N", "C", "N", "C", "N", "C", "N", "C", "C", "H", "H", "H", "H", "H", "H", "H", "H", "H", "H", "H", "H", "C", "C", "N", "C", "C", "N", "C", "N", "N", "N", "C", "C", "C", "C", "C", "C", "H", "H", "H", "H", "H", "H", "H", "H", "H", "H", "H"],
  "xyz": [[0.194350, -1.313141, -0.465093], [-0.343893, -2.991192, 2.014007], [-0.268595, -1.302753, 1.861807], [-1.944843, -0.686515, 2.108962], [-3.048356, -1.420939, 1.678981], [-4.323513, -0.887826, 1.799752], [-4.501814, 0.372909, 2.352529], [-3.403369, 1.106472, 2.785325], [-2.125702, 0.585518, 2.654943], [0.684409, -0.706804, 3.255090], [0.177484, -0.881348, 4.547059], [0.900612, -0.444223, 5.642462], [2.124685, 0.185590, 5.458218], [2.628675, 0.377761, 4.179506], [1.911682, -0.070805, 3.081473], [-0.361382, -3.837420, 0.926889], [-0.521889, -5.217566, 1.098853], [-0.582220, -6.021478, -0.014582], [-0.498220, -5.450010, -1.287719], [-0.332200, -4.094780, -1.372831], [-0.243605, -3.290800, -0.288694], [-0.404294, -3.426305, 2.924969], [-2.924276, -2.414313, 1.263701], [-5.179273, -1.467017, 1.479960], [-5.499219, 0.776106, 2.466835], [-3.544571, 2.075602, 3.247010], [-1.277258, 1.151761, 3.022189], [-0.791169, -1.345204, 4.697287], [0.508580, -0.584105, 6.640567], [2.684387, 0.532427, 6.316441], [3.576524, 0.879156, 4.038910], [2.309842, 0.085626, 2.088546], [-0.606360, -5.630550, 2.094580], [-0.708653, -7.089774, 0.098375], [-0.565138, -6.050674, -2.182263], [-0.270751, -3.598859, -2.333596], [2.315599, -1.857171, -2.397357], [2.145950, -1.399753, -0.965307], [2.788303, -0.037923, -0.889558], [4.174167, -0.076168, -1.269596], [4.272383, -0.545694, -2.654214], [3.698188, -1.887134, -2.787900], [4.427232, -2.801532, -1.903712], [4.333957, -2.365191, -0.507599], [2.950255, -2.342474, -0.112478], [4.888968, -1.013451, -0.398679], [1.757722, -1.169049, -3.038781], [1.895263, -2.860526, -2.479423], [2.690867, 0.331036, 0.130802], [2.230487, 0.624949, -1.553642], [5.319655, -0.574750, -2.951018], [3.742143, 0.145653, -3.310721], [5.473848, -2.826661, -2.203137], [4.013756, -3.807117, -1.998247], [2.862519, -2.022928, 0.929521], [2.516516, -3.339017, -0.217598], [5.940010, -1.033513, -0.683155], [4.817162, -0.675817, 0.637172], [-0.183904, 2.367546, 0.176102], [-1.039271, 1.480085, -0.651337], [-0.622204, 0.373460, -1.247735], [-1.709366, -0.166238, -1.926012], [-2.780258, 0.645273, -1.741998], [-2.336003, 1.693340, -0.957894], [-3.166825, 2.823937, -0.521927], [-2.620961, 4.079567, -0.894435], [-2.052032, 4.863127, 0.073061], [-1.578679, 5.907181, -0.457499], [-1.810174, 5.868916, -1.819743], [-1.490879, 6.788951, -2.820953], [-1.866924, 6.464237, -4.103278], [-2.543873, 5.262374, -4.391334], [-2.866822, 4.346559, -3.415479], [-2.482394, 4.681385, -2.116042], [0.667811, 1.796129, 0.543080], [-0.728601, 2.795191, 1.015658], [0.189910, 3.203528, -0.418219], [-1.625228, -1.060216, -2.523690], [-3.795144, 0.588066, -2.094973], [-3.241316, 2.816289, 0.563835], [-4.154036, 2.664408, -0.953719], [-0.978724, 7.710439, -2.583219], [-1.648687, 7.142215, -4.916546], [-2.823422, 5.059609, -5.416641], [-3.397607, 3.434361, -3.654843]],
  "forces_ev_per_angstrom": [[-0.022, 0.188, 0.231], [0.106, 0.000, 0.198], [0.217, 0.132, -0.446], [-0.004, 0.070, 0.074], [0.005, 0.016, -0.069], [-0.008, -0.030, -0.002], [0.015, 0.002, 0.009], [-0.042, 0.032, -0.021], [-0.006, 0.011, 0.068], [0.008, -0.028, 0.175], [-0.058, -0.054, -0.021], [-0.014, -0.013, 0.006], [0.058, 0.022, -0.031], [-0.006, 0.004, 0.058], [-0.021, -0.022, -0.069], [-0.079, -0.149, 0.060], [0.017, -0.003, -0.085], [-0.003, 0.051, 0.074], [0.011, 0.023, -0.039], [0.001, -0.051, -0.029], [-0.024, 0.089, -0.056], [-0.052, 0.021, -0.040], [0.019, -0.012, -0.001], [-0.008, 0.003, 0.002], [-0.007, 0.000, 0.002], [0.006, 0.004, -0.012], [-0.009, -0.008, -0.025], [-0.007, 0.004, 0.008], [-0.013, -0.008, -0.007], [0.003, 0.007, -0.007], [0.002, -0.003, -0.002], [0.002, -0.015, -0.036], [0.007, 0.008, 0.008], [0.004, -0.005, -0.004], [0.000, 0.010, -0.008], [0.012, -0.027, -0.021], [-0.051, 0.001, 0.044], [0.052, 0.074, -0.032], [-0.042, 0.007, -0.032], [0.013, 0.092, 0.018], [0.003, -0.007, 0.014], [0.010, -0.042, -0.105], [-0.001, 0.010, 0.006], [0.031, -0.067, 0.060], [0.017, 0.037, 0.026], [0.021, 0.001, -0.003], [0.008, 0.001, 0.010], [-0.003, -0.025, -0.005], [0.019, -0.031, 0.053], [0.006, -0.004, -0.008], [-0.003, 0.000, 0.000], [-0.002, -0.001, 0.001], [-0.001, 0.000, 0.004], [-0.003, 0.004, 0.001], [-0.008, 0.019, -0.028], [-0.002, -0.002, 0.007], [-0.005, -0.006, -0.002], [-0.007, 0.005, -0.003], [-0.030, 0.008, 0.011], [-0.062, 0.172, -0.099], [0.154, -0.775, 0.172], [-0.280, 0.351, 0.004], [0.179, 0.131, -0.003], [-0.002, -0.293, -0.056], [-0.020, -0.019, 0.040], [0.002, 0.028, -0.041], [-0.045, -0.172, 0.136], [0.106, 0.229, 0.010], [-0.093, -0.189, -0.061], [-0.014, -0.028, 0.004], [0.021, 0.030, 0.003], [-0.004, 0.005, -0.064], [-0.015, -0.045, 0.032], [0.033, 0.121, -0.015], [0.005, 0.011, 0.017], [-0.011, -0.012, 0.007], [0.008, -0.003, -0.005], [-0.078, 0.013, -0.029], [0.005, 0.028, -0.043], [-0.026, 0.013, 0.010], [-0.003, 0.048, -0.011], [0.001, 0.010, -0.010], [0.007, 0.013, 0.013], [-0.005, -0.006, 0.004], [0.003, -0.003, 0.010]]
}

***

(2)
{
  "formula": "C34H38N5",
  "method": "wB97M-V/def2-TZVPD",
  "e_homo_ev": -10.20,
  "energy_ev": -43318.4143,
  "charge": 1,
  "relative_energy_ev": 0.000,
  "smiles": "CN1CCN2CCN(C)c3c[n+]([C@H](/C=C/N(Cc4ccccc4)Cc4ccccc4)c4ccccc4)cc1c32",
  "max_force_ha_per_bohr": 0.056,
  "spin_multiplicity": 1,
  "elements": ["C", "N", "C", "C", "N", "C", "C", "N", "C", "C", "C", "N", "C", "C", "C", "N", "C", "C", "C", "C", "C", "C", "C", "C", "C", "C", "C", "C", "C", "C", "C", "C", "C", "C", "C", "C", "C", "C", "C", "H", "H", "H", "H", "H", "H", "H", "H", "H", "H", "H", "H", "H", "H", "H", "H", "H", "H", "H", "H", "H", "H", "H", "H", "H", "H", "H", "H", "H", "H", "H", "H", "H", "H", "H", "H", "H", "H"],
  "xyz": [[1.717953, 4.261736, 2.196397], [2.142397, 3.018073, 2.787187], [2.334895, 3.076674, 4.226777], [3.068723, 1.894969, 4.788466], [2.686627, 0.676910, 4.141790], [2.892640, -0.508135, 4.920211], [3.090181, -1.719399, 4.059931], [2.261901, -1.746053, 2.887371], [2.201579, -3.006340, 2.191927], [1.968998, -0.611285, 2.214467], [1.466608, -0.676288, 0.916294], [1.251817, 0.476058, 0.255332], [0.683606, 0.262252, -1.147349], [-0.673771, -0.399595, -1.415501], [-1.906710, 0.229666, -1.363991], [-3.128283, -0.299956, -1.653349], [-4.333087, 0.355685, -1.119151], [-4.276453, 0.635927, 0.366276], [-5.006356, 1.711286, 0.881864], [-4.941707, 2.021632, 2.241057], [-4.151153, 1.243191, 3.096714], [-3.443961, 0.146412, 2.591852], [-3.528342, -0.165531, 1.230506], [-3.295651, -1.588099, -2.344377], [-2.779302, -1.574063, -3.763220], [-2.088728, -2.684314, -4.257887], [-1.556543, -2.668282, -5.544405], [-1.719888, -1.540292, -6.355340], [-2.452553, -0.444831, -5.881237], [-2.966715, -0.459935, -4.582869], [1.722029, -0.317894, -2.221892], [2.567413, 0.539869, -2.950179], [3.577684, 0.036506, -3.789083], [3.736625, -1.341015, -3.958004], [2.769157, -2.189000, -3.425900], [1.749030, -1.672308, -2.605085], [1.468869, 1.737616, 0.788414], [1.922162, 1.839960, 2.125531], [2.200657, 0.642599, 2.867780], [2.000858, 4.290063, 1.137714], [0.629660, 4.404176, 2.303424], [2.223978, 5.064870, 2.741574], [2.903378, 3.986991, 4.421488], [1.368478, 3.217823, 4.731247], [4.141446, 2.087762, 4.674623], [2.882990, 1.816882, 5.857380], [3.759346, -0.373088, 5.563463], [2.042350, -0.704208, 5.582670], [4.142758, -1.829067, 3.772657], [2.829504, -2.615840, 4.613684], [1.259201, -3.098767, 1.635807], [3.057374, -3.127803, 1.506701], [2.256536, -3.773720, 2.965386], [1.220995, -1.566694, 0.311569], [0.561938, 1.340932, -1.326431], [-0.713737, -1.392140, -1.920545], [-1.918545, 1.267028, -1.023618], [-5.197008, -0.274177, -1.360034], [-4.488540, 1.304470, -1.657198], [-5.615674, 2.305795, 0.199341], [-5.512840, 2.864701, 2.635190], [-4.090242, 1.483999, 4.158106], [-2.833623, -0.477670, 3.246807], [-2.997199, -1.032512, 0.835645], [-2.790249, -2.381502, -1.771247], [-4.373394, -1.817335, -2.331877], [-1.952612, -3.547922, -3.603837], [-1.008926, -3.537882, -5.912339], [-1.275994, -1.513432, -7.348264], [-2.613908, 0.426710, -6.516549], [-3.493387, 0.411956, -4.186863], [2.430122, 1.620230, -2.873825], [4.288674, 0.714003, -4.257688], [4.580265, -1.749357, -4.518048], [2.836431, -3.264804, -3.575676], [0.969029, -2.355534, -2.272466], [1.258221, 2.630654, 0.164706]],
  "forces_ev_per_angstrom": [[-0.091, 0.124, 0.019], [0.413, 0.230, -0.355], [-0.794, 0.520, -0.125], [0.587, 0.629, -0.231], [-0.286, 0.020, -0.599], [-0.556, -0.568, 0.302], [0.663, -0.716, -0.393], [-0.592, -0.445, 0.322], [0.112, -0.173, 0.137], [0.210, 0.479, 0.063], [0.151, 1.131, -0.029], [-0.370, -0.623, -0.016], [-0.111, 1.639, -2.394], [-1.338, -0.362, 0.024], [1.811, -0.391, 0.437], [-0.441, -0.224, -0.150], [0.309, 0.312, -0.418], [-0.135, -0.012, 0.290], [0.255, -0.059, 0.147], [0.056, -0.248, 0.026], [0.045, -0.057, -0.191], [-0.283, 0.143, -0.263], [0.043, 0.132, 0.201], [0.058, 0.263, 0.533], [0.293, -0.063, -0.280], [-0.054, 0.288, 0.085], [-0.008, 0.119, -0.136], [-0.204, -0.011, 0.286], [0.129, -0.215, 0.151], [0.099, -0.060, -0.109], [-0.407, 0.337, 0.110], [0.236, -0.111, 0.259], [-0.170, -0.099, 0.443], [-0.281, 0.146, 0.060], [-0.212, 0.363, 0.553], [0.341, -0.062, 0.304], [-0.164, -1.016, 0.259], [-0.039, -0.907, 0.163], [-0.335, -0.256, -1.165], [-0.054, 0.223, 0.287], [0.178, 0.042, -0.171], [-0.122, 0.004, -0.358], [0.065, -0.070, 0.110], [-0.028, -0.173, -0.026], [0.091, -0.265, -0.041], [-0.152, -0.024, 0.067], [0.143, 0.033, -0.035], [-0.101, 0.260, 0.010], [0.129, 0.131, 0.017], [0.129, -0.050, 0.358], [0.298, -0.156, 0.259], [-0.239, -0.055, 0.018], [-0.112, -0.196, -0.327], [0.380, 0.552, 0.822], [-0.109, -0.316, -0.968], [0.453, 0.803, 0.766], [-0.269, -0.176, 0.126], [0.226, 0.070, 0.065], [-0.056, -0.122, 0.171], [0.151, -0.041, 0.228], [0.200, -0.267, -0.112], [-0.039, -0.030, -0.277], [-0.221, 0.203, -0.126], [-0.054, 0.257, 0.097], [-0.081, 0.044, -0.128], [0.424, 0.054, 0.001], [0.009, 0.135, -0.231], [-0.130, 0.291, 0.080], [-0.153, -0.029, 0.176], [0.100, -0.234, 0.168], [0.122, -0.251, -0.174], [0.221, -0.238, 0.191], [-0.291, -0.032, 0.035], [-0.323, 0.199, 0.083], [-0.145, 0.236, -0.115], [0.337, 0.061, 0.189], [0.085, -1.072, 0.443]]
}